This record from OMol25 describes 13 unconnected molecules or ions with the total composition C27H52Cl24FN2O5PS2. The level of theory is the ωB97M-V functional and the def2-TZVPD basis.

Structure (XYZ):
```
114
Properties=species:S:1:pos:R:3:forces:R:3
C -1.489 1.196 3.673 0.16 0.04 -0.04
C -1.698 0.918 2.168 0.08 -0.18 0.36
C -0.917 -0.293 1.629 -0.10 -0.08 -0.14
N -0.136 0.029 0.421 0.00 -0.17 0.08
C 1.066 -0.772 0.302 -0.12 -0.27 0.23
C 1.539 -0.942 -1.139 -0.11 -0.18 -0.05
C 0.495 -1.069 -2.242 0.23 0.00 -0.20
C -0.112 -2.460 -2.276 0.06 0.22 -0.11
O -0.439 -3.073 -1.306 -0.18 -0.03 0.14
O -0.299 -2.967 -3.528 0.12 -0.28 0.25
O 2.435 0.143 -1.513 -0.10 0.06 0.18
S 3.903 -0.163 -1.019 0.34 0.27 0.01
O 4.629 1.069 -1.108 -0.14 -0.12 -0.06
O 4.397 -1.299 -1.738 -0.06 0.01 0.06
C 3.638 -0.597 0.747 0.09 -0.40 -0.20
C 3.857 -2.138 0.922 -0.06 -0.18 -0.08
C 5.254 -2.651 1.249 0.04 0.14 0.02
C 6.274 -2.773 0.142 -0.33 -0.36 0.03
N 5.459 -2.990 2.452 0.01 -0.11 -0.06
P 4.932 0.346 1.703 -0.19 0.17 0.75
S 4.878 0.152 3.633 -0.02 -0.02 -0.12
C 2.198 -0.211 1.242 -0.17 0.25 -0.33
C 2.002 1.269 1.655 -0.03 0.11 -0.19
C 2.109 2.419 0.645 0.23 0.12 0.21
C 2.531 3.706 1.334 0.17 -0.09 -0.13
F 0.879 2.672 0.034 0.02 -0.07 -0.10
H -0.906 0.408 4.159 -0.08 -0.01 -0.04
H -0.946 2.128 3.830 -0.03 0.04 0.03
H -2.441 1.268 4.202 0.06 0.07 -0.01
H -2.762 0.737 2.006 0.05 0.20 -0.22
H -1.386 1.791 1.593 -0.15 -0.04 -0.07
H -1.610 -1.096 1.355 0.00 -0.08 0.28
H -0.265 -0.718 2.398 0.11 0.20 -0.04
H -0.744 -0.181 -0.359 0.01 0.13 -0.04
H 0.847 -1.801 0.634 0.17 0.01 -0.03
H 2.127 -1.863 -1.173 -0.02 0.04 -0.06
H -0.313 -0.339 -2.159 0.03 0.00 -0.02
H 0.990 -0.863 -3.195 0.02 0.03 0.07
H 0.502 -2.789 -4.044 -0.06 0.19 -0.26
H 3.550 -2.640 0.003 -0.07 0.03 0.07
H 3.205 -2.490 1.722 0.09 0.15 0.07
H 5.791 -3.031 -0.800 0.06 0.12 0.00
H 6.819 -1.840 -0.004 0.02 -0.07 -0.05
H 6.967 -3.578 0.392 0.17 0.22 0.04
H 6.413 -3.338 2.570 -0.03 -0.02 -0.01
H 4.735 1.655 1.265 0.11 0.02 -0.17
H 6.141 -0.020 1.097 -0.06 -0.01 -0.18
H 2.089 -0.782 2.167 0.18 0.19 0.09
H 1.021 1.363 2.124 0.02 -0.02 -0.01
H 2.717 1.486 2.453 -0.04 -0.11 0.03
H 2.821 2.209 -0.152 -0.12 -0.05 -0.03
H 1.854 3.947 2.155 0.02 0.03 -0.04
H 3.546 3.604 1.728 -0.08 -0.01 0.10
H 2.554 4.516 0.604 -0.15 0.02 0.08
C -4.692 -1.918 0.204 0.11 -0.06 0.16
Cl -3.336 -1.196 -0.675 -0.09 0.03 -0.21
Cl -6.100 -0.859 0.267 0.02 -0.04 0.00
H -4.958 -2.849 -0.282 -0.03 0.05 -0.07
H -4.369 -2.086 1.225 0.00 -0.03 -0.02
C 5.142 3.335 5.976 0.06 -0.11 -0.06
Cl 3.842 3.853 4.898 -0.03 0.04 -0.02
Cl 4.738 3.574 7.682 0.00 0.00 0.00
H 5.315 2.279 5.804 -0.02 0.00 0.00
H 6.026 3.919 5.750 -0.01 0.02 0.01
C -0.367 6.008 3.568 -0.01 -0.01 -0.03
Cl 0.501 4.857 4.591 0.01 0.00 0.05
Cl -1.448 5.196 2.429 -0.01 0.00 -0.02
H -0.959 6.653 4.206 -0.01 -0.02 0.00
H 0.361 6.576 3.002 0.00 -0.02 -0.01
C 1.061 -2.583 -6.845 -0.08 -0.09 -0.18
Cl 1.049 -3.992 -7.911 0.06 -0.08 0.13
Cl 2.322 -2.690 -5.599 -0.08 -0.03 0.08
H 1.256 -1.704 -7.441 0.03 -0.01 -0.05
H 0.092 -2.516 -6.361 0.01 -0.01 0.02
C 2.386 1.854 -6.887 0.05 0.01 0.03
Cl 1.159 0.642 -6.474 -0.07 0.23 0.09
Cl 2.702 1.905 -8.622 0.00 0.00 0.00
H 2.020 2.822 -6.570 -0.02 -0.01 -0.02
H 3.302 1.590 -6.374 0.00 -0.01 -0.01
C -0.138 -2.317 -10.830 0.02 -0.02 -0.02
Cl -1.017 -2.715 -12.309 0.00 0.02 0.00
Cl -0.850 -0.946 -9.965 0.04 0.01 0.05
H -0.163 -3.173 -10.169 -0.03 -0.01 -0.05
H 0.880 -2.059 -11.095 -0.01 0.02 -0.01
C -2.392 -5.809 -3.246 0.11 0.09 0.01
Cl -3.033 -7.070 -4.306 -0.01 -0.01 -0.01
Cl -3.632 -5.126 -2.185 -0.06 0.01 0.02
H -1.618 -6.240 -2.623 -0.01 -0.01 0.01
H -1.996 -5.008 -3.858 -0.01 -0.01 0.02
C -9.111 1.324 -0.310 -0.06 -0.02 -0.02
Cl -9.089 3.081 -0.500 -0.01 0.00 0.00
Cl -8.733 0.832 1.347 -0.03 -0.02 0.06
H -10.106 0.965 -0.544 -0.01 0.02 0.02
H -8.368 0.894 -0.971 0.02 0.03 0.01
C -4.205 -1.304 5.240 -0.03 0.06 0.00
Cl -3.319 -1.544 3.728 -0.03 -0.18 0.01
Cl -5.683 -0.363 5.004 0.06 -0.08 0.03
H -4.477 -2.275 5.635 -0.01 0.00 -0.02
H -3.558 -0.768 5.924 0.00 0.02 -0.02
C -11.545 2.599 2.537 0.05 0.02 0.02
Cl -12.566 1.398 1.725 0.03 0.01 -0.03
Cl -12.412 3.476 3.801 -0.05 0.00 -0.01
H -10.710 2.082 2.992 -0.03 -0.02 0.02
H -11.203 3.310 1.795 -0.01 0.00 0.00
C 10.189 -1.162 -0.611 0.06 0.00 -0.03
Cl 9.187 -2.120 -1.707 0.03 0.02 -0.01
Cl 9.290 -0.555 0.789 -0.01 0.00 0.01
H 10.992 -1.790 -0.247 -0.01 0.00 0.01
H 10.574 -0.311 -1.160 -0.02 0.01 0.01
C -7.638 2.544 4.358 0.07 0.03 -0.03
Cl -8.617 3.966 3.979 0.02 0.01 0.00
Cl -8.608 1.228 5.041 -0.08 0.05 -0.05
H -7.181 2.190 3.441 -0.02 -0.01 -0.01
H -6.889 2.828 5.087 -0.02 -0.01 0.02
```
Positions in Å, forces in eV/Å.

Results
E_HOMO = -8.8 eV
molecular weight = 1449.70 g mol⁻¹

---

This record from OMol25 describes a single C17H21N3O3S molecule in a non-equilibrium geometry. The level of theory is the ωB97M-V functional and the def2-TZVPD basis.

Structure (XYZ):
```
45
Properties=species:S:1:pos:R:3:forces:R:3
C 2.064 -1.272 -4.101 -0.02 -0.08 -0.16
O 2.106 -0.653 -2.838 0.00 -0.01 0.34
C 1.571 -1.321 -1.768 -0.02 0.02 0.09
C 0.938 -2.553 -1.839 0.10 0.13 -0.37
C 0.445 -3.141 -0.685 0.02 0.07 0.21
C 0.577 -2.531 0.552 -0.02 -0.23 -0.01
C 0.030 -3.168 1.795 -0.35 0.13 -0.04
C -1.247 -2.452 2.263 -0.04 -0.15 0.17
N -0.885 -1.170 2.804 0.22 0.36 0.28
C -1.653 -0.165 2.742 -0.18 -0.70 -0.42
N -2.891 -0.069 2.157 -0.16 -0.14 0.04
N -1.190 1.024 3.304 -0.26 1.16 0.05
S -1.529 2.541 2.669 0.27 -0.19 0.26
O -2.957 2.660 2.571 0.12 -0.17 -0.29
O -0.819 3.465 3.497 0.27 -0.18 -0.16
C -0.802 2.509 1.041 -0.29 0.10 0.59
C -1.499 1.973 -0.023 -0.20 -0.04 -0.12
C -0.908 1.956 -1.274 0.05 0.04 0.10
C 0.369 2.476 -1.467 -0.06 0.06 0.08
C 1.004 2.453 -2.820 0.08 -0.08 -0.02
C 1.053 3.000 -0.374 -0.10 -0.05 0.03
C 0.473 3.015 0.881 0.17 0.09 0.09
C 1.203 -1.290 0.610 0.08 0.05 -0.12
C 1.691 -0.688 -0.530 0.06 -0.01 -0.23
H 2.572 -0.590 -4.782 -0.05 -0.07 0.00
H 2.590 -2.232 -4.095 -0.03 0.02 0.00
H 1.035 -1.423 -4.442 0.04 -0.02 0.01
H 0.823 -3.069 -2.780 0.01 -0.01 -0.10
H -0.043 -4.103 -0.759 -0.04 -0.10 0.01
H 0.762 -3.102 2.601 -0.02 -0.10 0.06
H -0.200 -4.218 1.608 0.06 -0.03 0.01
H -1.720 -3.051 3.052 -0.04 -0.02 -0.10
H -1.946 -2.379 1.417 0.01 -0.04 0.03
H -3.444 -0.909 2.132 0.08 0.00 -0.07
H -3.391 0.787 2.359 -0.17 -0.18 0.02
H -0.259 0.941 3.681 0.18 0.03 0.00
H -2.494 1.590 0.134 -0.10 -0.06 -0.08
H -1.446 1.543 -2.114 -0.07 -0.03 -0.09
H 0.252 2.505 -3.604 -0.03 0.03 -0.09
H 1.558 1.522 -2.941 0.03 0.00 -0.07
H 1.700 3.280 -2.938 0.03 0.08 -0.06
H 2.046 3.403 -0.511 0.09 0.06 -0.01
H 0.979 3.431 1.738 0.14 0.09 0.04
H 1.299 -0.797 1.565 0.06 0.05 0.08
H 2.182 0.271 -0.486 0.07 0.12 0.01
```
Positions in Å, forces in eV/Å.

Results
E_HOMO = -8.3 eV
molecular weight = 347.44 g mol⁻¹
energy above the lowest of the compared OMol25 structures with the same formula, charge and spin = 54.7 kcal/mol
structure (SMILES) = COc1ccc(CC/N=C(\N)NS(=O)(=O)c2ccc(C)cc2)cc1

---

This record from OMol25 describes a molecular structure, C6H14AlO3 in a non-equilibrium geometry. The level of theory is the ωB97M-V functional and the def2-TZVPD basis.

Structure (XYZ):
```
24
Properties=species:S:1:pos:R:3:forces:R:3
C 3.329 0.422 -0.434 -0.19 -0.14 0.10
C 2.485 -0.795 -0.118 0.19 0.16 -0.21
O 1.124 -0.469 -0.120 0.07 -0.23 0.00
C 0.519 -0.265 1.154 -0.14 0.23 0.27
C -0.204 1.066 1.220 -0.18 -0.51 -0.81
Al -1.737 1.371 -0.067 -0.95 0.55 -0.24
O -3.302 0.510 0.305 0.45 -0.39 0.06
C -2.957 -0.780 -0.151 0.23 0.55 0.54
C -2.244 -0.682 -1.514 0.63 0.68 -0.45
O -1.646 0.597 -1.695 0.04 -0.17 0.86
H 3.032 0.798 -1.401 -0.06 0.23 -0.32
H 4.383 0.172 -0.461 0.35 -0.04 0.03
H 3.152 1.194 0.301 0.04 0.31 0.25
H 2.680 -1.535 -0.891 -0.21 -0.28 -0.20
H 2.803 -1.244 0.821 -0.06 -0.09 0.34
H 1.262 -0.314 1.954 0.49 -0.15 -0.03
H -0.165 -1.091 1.335 -0.22 -0.24 0.03
H 0.542 1.833 1.011 0.12 0.34 0.10
H -0.546 1.196 2.242 -0.20 0.19 0.30
H -2.118 2.946 -0.003 0.22 0.13 -0.15
H -3.807 -1.462 -0.160 -0.29 -0.06 -0.21
H -2.234 -1.208 0.560 0.05 -0.32 0.07
H -1.437 -1.417 -1.535 -0.05 -0.47 -0.17
H -2.914 -0.846 -2.354 -0.35 -0.24 -0.16
```
Positions in Å, forces in eV/Å.

Results
E_HOMO = -4.5 eV
net charge = -1
molecular weight = 161.16 g mol⁻¹
energy above the lowest of the compared OMol25 structures with the same formula, charge and spin = 0.0 kcal/mol

---

This record from OMol25 describes a single C2H2FNO molecule in a non-equilibrium geometry. The level of theory is the ωB97M-V functional and the def2-TZVPD basis.

Structure (XYZ):
```
7
Properties=species:S:1:pos:R:3:forces:R:3
C -0.407 0.030 0.234 -8.03 -2.23 -0.90
C 0.980 0.126 -0.030 3.58 -1.03 1.48
N -1.587 -0.256 0.075 11.52 2.55 1.71
O -3.240 -0.545 -0.033 -5.13 -0.85 -0.34
F 1.392 1.439 0.012 -0.16 0.42 -1.19
H 1.086 -0.484 -0.962 0.40 1.27 0.11
H 1.777 -0.309 0.704 -2.17 -0.14 -0.86
```
Positions in Å, forces in eV/Å.

Results
E_HOMO (spin up / spin down) = -8.9 / -10.0 eV
molecular weight = 75.04 g mol⁻¹
energy above the lowest of the compared OMol25 structures with the same formula, charge and spin = 49.4 kcal/mol
⟨S²⟩ = 2.011
2S+1 = 3